106
Properties=species:S:1:pos:R:3:mulliken_charge:R:1 method="wB97M-V/def2-TZVPD" homo_lumo_gap_ev=7.67 e_above_lowest_kcal_mol=0.0 charge=+1 homo_energy_ev=-9.38 e_tot_ev=-67342.61823
C -1.674 4.902 4.701 -1.23
N -1.233 3.564 5.028 0.17
C -1.000 3.307 6.437 -1.09
C -1.034 2.619 4.061 1.37
C -0.672 1.291 4.396 -0.91
C -0.281 0.398 3.413 -0.14
C -0.208 0.792 2.061 -0.13
P 0.647 -0.235 0.806 1.49
C 0.992 0.948 -0.547 -0.51
C 1.949 1.960 -0.318 -0.91
C 2.197 2.976 -1.225 -0.85
C 1.488 3.027 -2.454 1.77
N 1.698 4.064 -3.321 0.08
C 1.126 4.132 -4.652 -1.02
C 2.627 5.123 -2.991 -1.20
C 0.559 1.969 -2.717 -1.13
C 0.330 0.964 -1.787 -0.29
C 2.334 -0.389 1.470 -0.76
C 3.233 -1.340 0.930 -0.70
C 4.538 -1.421 1.410 -0.81
C 5.015 -0.464 2.347 1.08
N 6.310 -0.474 2.790 0.18
C 6.852 0.659 3.503 -1.23
C 7.219 -1.578 2.557 -1.13
C 4.115 0.504 2.858 -0.48
C 2.787 0.503 2.458 -0.73
C -0.781 2.027 1.711 -1.15
C -1.159 2.939 2.685 -0.62
H -2.439 4.878 3.920 0.38
H -2.100 5.367 5.593 0.43
H -0.851 5.538 4.346 0.33
H -0.307 2.470 6.570 0.33
H -0.566 4.197 6.912 0.42
H -1.941 3.069 6.959 0.31
H -0.682 0.975 5.438 0.36
H -0.021 -0.619 3.705 0.05
H 2.543 1.973 0.589 0.24
H 2.938 3.742 -0.986 0.40
H 0.546 3.236 -4.878 0.34
H 0.469 5.009 -4.746 0.33
H 1.921 4.228 -5.406 0.35
H 2.513 5.431 -1.951 0.39
H 3.670 4.815 -3.129 0.33
H 2.439 5.987 -3.627 0.36
H 0.005 1.951 -3.654 0.14
H -0.361 0.163 -2.037 0.64
H 2.893 -2.041 0.165 0.51
H 5.194 -2.211 1.048 0.31
H 6.521 1.599 3.050 0.42
H 6.537 0.674 4.555 0.31
H 7.942 0.616 3.471 0.41
H 6.665 -2.493 2.328 0.31
H 7.906 -1.363 1.724 0.34
H 7.818 -1.747 3.460 0.43
H 4.463 1.229 3.593 0.46
H 2.118 1.244 2.896 0.45
H -0.905 2.301 0.663 0.51
H -1.518 3.923 2.397 0.31
C -1.147 -2.779 -7.671 -1.43
C -1.855 -2.461 -6.386 0.60
C -2.281 -3.499 -5.555 -1.22
C -2.927 -3.231 -4.342 1.22
C -3.396 -4.346 -3.462 -1.40
C -3.098 -1.902 -3.965 -0.03
N -3.852 -1.605 -2.783 1.12
C -3.422 -1.500 -1.483 -0.01
C -1.985 -1.643 -1.112 0.88
C -1.606 -1.549 0.239 -1.83
C -0.198 -1.806 0.713 1.97
C -0.149 -2.628 2.074 -0.23
C 0.972 -2.695 2.923 0.43
C 0.968 -3.376 4.146 -0.92
C -0.163 -4.085 4.549 -0.58
C -1.305 -4.022 3.735 -0.90
C -1.275 -3.323 2.512 -0.85
O -1.155 -1.869 -2.059 -0.86
N -4.526 -1.221 -0.743 0.11
C -4.666 -1.097 0.694 -0.70
C -5.640 -1.165 -1.572 -0.75
C -5.230 -1.371 -2.828 -0.64
C -2.722 -0.845 -4.790 0.83
C -2.954 0.571 -4.362 -1.43
C -2.079 -1.141 -5.996 -1.30
H -0.935 -1.861 -8.231 0.36
H -0.193 -3.294 -7.485 0.32
H -1.751 -3.440 -8.309 0.35
H -2.106 -4.538 -5.836 0.40
H -4.481 -4.323 -3.290 0.26
H -3.155 -5.296 -3.950 0.45
H -2.888 -4.336 -2.487 0.23
H -2.397 -1.688 0.948 0.01
H 0.324 -2.390 -0.083 0.98
H 1.907 -2.235 2.632 0.54
H 1.867 -3.378 4.764 0.46
H -0.176 -4.625 5.499 0.39
H -2.207 -4.557 4.030 0.41
H -2.165 -3.387 1.890 0.55
H -5.568 -0.503 0.881 0.36
H -4.799 -2.088 1.161 0.26
H -3.823 -0.564 1.148 0.28
H -6.617 -0.978 -1.169 0.48
H -5.779 -1.371 -3.751 0.58
H -2.597 1.248 -5.148 0.44
H -4.018 0.794 -4.190 0.31
H -2.397 0.813 -3.443 0.19
H -1.744 -0.320 -6.632 0.30